Entry 1:
{"formula": "C4H15NO2S", "method": "ωB97M-V/def2-TZVPD", "elements": ["S", "O", "O", "N", "C", "C", "C", "C", "H", "H", "H", "H", "H", "H", "H", "H", "H", "H", "H", "H", "H", "H", "H"], "coordinates": [[0.71877, 1.25618, 1.01083], [-5.70288, 1.71176, -0.36385], [2.62364, 2.30106, -2.75670], [-0.16690, -3.78768, 0.03556], [0.18579, -1.55686, 1.18443], [0.30733, 1.24532, -0.79280], [1.22106, -0.45780, 1.51881], [0.66231, -2.60853, 0.20560], [-6.36871, 2.20869, -0.95518], [0.02778, -2.22773, 2.16355], [0.74286, -2.16603, -0.82439], [2.14392, -0.72202, 0.97877], [-4.79119, 1.52053, -0.65426], [1.28483, 1.16928, -1.33896], [1.59419, -0.39659, 2.65047], [2.99522, 2.75993, -3.53275], [-0.73732, -1.07067, 0.97064], [3.26290, 1.75588, -2.34360], [-0.17848, 2.23804, -1.05836], [-0.30330, -4.39558, 0.75316], [-0.87616, -3.58553, -0.56505], [-0.33344, 0.43968, -1.08442], [1.57974, -2.94823, 0.68619]], "lowdin_charge": [0.734, -0.117, -0.055, 0.026, -0.295, -0.403, -0.511, -0.311, 0.082, 0.144, 0.128, 0.053, 0.036, 0.006, 0.113, 0.056, 0.071, 0.013, 0.058, 0.030, 0.027, 0.006, 0.109], "homo_lumo_gap_ev": 8.9, "lumo_energy_ev": 0.60, "energy_ev": -20809.8827, "molar_mass_g_mol": 141.24, "relative_energy_kcal_mol": 45.93}

=====

Entry 2:
{"formula": "C4H15NO2S", "method": "ωB97M-V/def2-TZVPD", "elements": ["S", "O", "O", "N", "C", "C", "C", "C", "H", "H", "H", "H", "H", "H", "H", "H", "H", "H", "H", "H", "H", "H", "H"], "coordinates": [[-1.75819, 3.10288, -2.15692], [-0.10693, -4.80095, -0.93046], [2.53922, -5.50814, -2.58847], [0.57496, 1.34544, 2.07987], [0.59283, 2.66599, 2.70155], [-0.59770, 1.00696, 1.27464], [-1.68392, 1.80157, -0.91309], [-0.36088, 1.53103, -0.17487], [2.20948, -6.25433, -3.10059], [0.53552, 2.57858, 3.77134], [-1.54744, 1.37495, 1.65665], [0.81875, -5.07695, -0.98223], [-2.37422, 2.16769, -0.15291], [-0.47186, -5.34584, -0.21943], [0.12641, 2.49516, -0.08835], [1.44263, 1.04199, 1.67869], [2.27343, -4.72707, -3.09197], [-0.29280, 3.21659, 2.38506], [-0.67358, -0.08179, 1.32657], [0.21537, 0.76332, -0.69152], [-2.17610, 0.90021, -1.24807], [1.52542, 3.16679, 2.44763], [-0.81042, 2.63591, -2.98312]], "lowdin_charge": [0.689, -0.075, -0.057, -0.149, -0.126, -0.240, -0.613, -0.240, 0.043, 0.057, 0.105, 0.006, 0.051, 0.035, 0.092, 0.095, 0.047, 0.077, 0.108, 0.107, 0.066, 0.075, -0.152], "homo_lumo_gap_ev": 8.9, "lumo_energy_ev": 0.76, "energy_ev": -20810.8108, "molar_mass_g_mol": 141.24, "relative_energy_kcal_mol": 24.53}